Entry 1:
Entry from the Open Molecules 2025 dataset: one molecule with the formula C4H5Cl2F (ωB97M-V/def2-TZVPD).

LUMO level: 0.225 eV
highest occupied orbital energy: -8.39 eV
SMILES string: CCC(F)=C(Cl)Cl
ΔE to the lowest compared entry with this formula, charge and spin: 2.392 eV
gap between HOMO and LUMO: 8.62 eV

CARTESIAN COORDINATES (ANGSTROEM)
C 0.17 0.12 0.66
C -0.63 0.01 -0.61
C -1.99 0.71 -0.53
F -1.93 2.04 -0.36
C -3.27 -0.07 0.08
Cl -4.63 0.88 0.46
Cl -3.56 -1.75 -0.08
H 1.09 -0.29 0.46
H 0.26 1.11 0.88
H -0.41 -0.40 1.32
H -0.26 0.50 -1.52
H -0.59 -0.99 -0.84

---

Entry 2:
Entry from the Open Molecules 2025 dataset: a 6-piece molecular cluster, C41H49Cl2F8IN2O17 overall (ωB97M-V/def2-TZVPD).

LUMO level: -2.035 eV
highest occupied orbital energy: -9.08 eV
SMILES string: CCOCCOc1cnc2c([C@@H](Cl)[C@H](C)Cl)c(CCC(F)=C(F)F)c(I)c(C(F)(F)C(F)(F)F)c2n1.C[C@@H]1COC(=O)O1.C[C@@H]1COC(=O)O1.C[C@@H]1COC(=O)O1.C[C@@H]1COC(=O)O1.C[C@@H]1COC(=O)O1
gap between HOMO and LUMO: 7.05 eV

CARTESIAN COORDINATES (ANGSTROEM)
C 0.34 4.78 -4.03
C -0.71 3.57 -4.43
O -0.19 2.22 -4.11
C -1.28 1.20 -4.22
C -0.73 -0.20 -3.52
O -1.34 -0.43 -2.17
C -0.40 0.16 -1.18
C -0.48 1.74 -0.86
N 0.36 2.54 0.09
C 1.36 1.60 0.71
C 2.40 2.36 1.78
C 2.27 4.01 2.01
Cl 2.57 4.96 0.40
C 0.80 4.42 2.70
C -0.07 5.47 1.79
Cl 1.16 5.28 4.33
C 3.54 1.46 2.59
C 4.58 2.12 3.72
C 6.12 2.30 3.11
C 6.59 3.88 3.21
F 7.58 4.41 4.19
C 5.99 4.85 2.23
F 5.26 6.02 2.80
F 6.10 4.63 0.77
C 3.65 -0.18 2.26
I 5.18 -1.24 3.42
C 2.68 -0.97 1.18
C 2.74 -2.54 0.77
F 2.72 -2.80 -0.72
F 3.84 -3.36 1.26
C 1.35 -3.26 1.36
F 1.73 -4.57 2.01
F 0.65 -2.43 2.37
F 0.43 -3.66 0.23
C 1.52 0.00 0.44
N 0.59 -0.73 -0.50
H 0.82 4.54 -2.96
H 1.17 4.95 -4.84
H -0.28 5.79 -3.91
H -1.74 3.70 -3.87
H -0.95 3.68 -5.58
H -1.50 1.00 -5.36
H -2.25 1.57 -3.67
H -0.84 -1.12 -4.23
H 0.43 -0.07 -3.32
H -1.31 2.35 -1.46
H 3.07 4.44 2.74
H 0.22 3.43 2.99
H 0.50 6.50 1.61
H -1.02 5.76 2.45
H -0.51 5.02 0.80
H 4.26 3.19 4.06
H 4.62 1.47 4.72
H 6.81 1.71 3.88
H 6.26 1.82 2.05
C -5.66 0.01 1.01
C -4.37 0.69 1.42
C -4.30 1.01 2.89
O -3.42 2.12 2.92
C -3.55 2.74 1.70
O -3.09 3.84 1.45
O -4.26 1.97 0.83
H -5.70 -0.10 -0.08
H -5.75 -0.97 1.47
H -6.53 0.62 1.29
H -3.51 0.09 1.10
H -3.90 0.18 3.48
H -5.26 1.32 3.31
C 5.43 -3.09 -3.22
C 5.95 -1.90 -4.00
C 6.89 -1.02 -3.22
O 6.72 0.24 -3.84
C 5.45 0.25 -4.36
O 4.89 1.24 -4.79
O 4.90 -1.00 -4.32
H 4.67 -3.62 -3.80
H 6.24 -3.78 -2.97
H 4.94 -2.77 -2.29
H 6.40 -2.23 -4.95
H 7.93 -1.36 -3.30
H 6.61 -0.93 -2.17
C 4.31 -6.18 1.31
C 4.96 -7.35 0.58
C 4.98 -8.62 1.38
O 6.11 -9.29 0.85
C 6.96 -8.32 0.39
O 8.11 -8.52 0.04
O 6.34 -7.10 0.37
H 4.42 -5.26 0.72
H 3.25 -6.37 1.48
H 4.80 -6.00 2.27
H 4.49 -7.49 -0.40
H 4.08 -9.21 1.25
H 5.15 -8.46 2.45
C -8.33 -5.07 0.72
C -7.82 -4.65 2.09
C -8.91 -4.38 3.08
O -8.31 -3.45 3.96
C -7.37 -2.78 3.22
O -6.79 -1.77 3.59
O -7.17 -3.39 2.01
H -7.50 -5.14 0.01
H -8.84 -6.04 0.77
H -9.02 -4.33 0.31
H -7.10 -5.38 2.46
H -9.22 -5.28 3.62
H -9.80 -3.91 2.64
C -6.73 5.36 -1.62
C -6.37 4.02 -2.23
C -5.21 3.35 -1.56
O -4.68 2.55 -2.59
C -5.00 3.17 -3.77
O -4.54 2.87 -4.86
O -5.90 4.18 -3.56
H -7.51 5.85 -2.22
H -7.09 5.25 -0.59
H -5.87 6.04 -1.62
H -7.25 3.37 -2.25
H -5.51 2.74 -0.70
H -4.43 4.05 -1.23

---

Entry 3:
Entry from the Open Molecules 2025 dataset: one molecule with the formula C5H10O (ωB97M-V/def2-TZVPD).

LUMO level: 1.151 eV
highest occupied orbital energy: -9.57 eV
SMILES string: C1CCOCC1
ΔE to the lowest compared entry with this formula, charge and spin: 1.004 eV
gap between HOMO and LUMO: 10.72 eV

CARTESIAN COORDINATES (ANGSTROEM)
C 1.15 0.52 0.13
C 0.83 -0.33 -1.14
C -0.67 -0.53 -1.25
O -1.42 -0.85 -0.01
C -1.21 0.12 0.97
C 0.24 0.19 1.37
H 2.21 0.37 0.45
H 0.92 1.53 -0.11
H 1.13 0.13 -2.04
H 1.21 -1.45 -1.13
H -0.85 -1.27 -2.06
H -1.16 0.38 -1.57
H -1.81 -0.12 1.83
H -1.56 1.10 0.55
H 0.45 0.93 2.09
H 0.52 -0.73 1.93

---

Entry 4:
Entry from the Open Molecules 2025 dataset: C35H42N4PSe3V as an isolated structure (ωB97M-V/def2-TZVPD).

LUMO level (alpha / beta): -2.517 / -2.477 eV
highest occupied orbital energy (alpha / beta): -9.87 / -8.20 eV
2S+1: 2
charge: +1
gap between HOMO and LUMO (alpha / beta): 7.35 / 5.72 eV

CARTESIAN COORDINATES (ANGSTROEM)
V 0.13 -0.52 0.26
Se 1.90 -0.33 2.20
P 0.14 -0.69 3.40
Se -1.56 -0.97 2.09
C 0.44 -2.19 4.41
C 1.67 -2.36 5.03
C 1.91 -3.50 5.78
C 0.93 -4.47 5.90
C -0.30 -4.31 5.27
C -0.54 -3.16 4.53
C -0.05 0.73 4.52
C 1.06 1.16 5.25
C 0.97 2.30 6.03
C -0.22 3.02 6.08
C -1.32 2.59 5.35
C -1.24 1.45 4.57
H 2.45 -1.62 4.90
H 2.87 -3.62 6.27
H 1.11 -5.36 6.50
H -1.06 -5.06 5.36
H -1.50 -3.02 4.04
H 1.99 0.62 5.19
H 1.83 2.63 6.59
H -0.28 3.92 6.68
H -2.25 3.15 5.39
H -2.10 1.11 4.01
C -5.46 -0.44 -3.84
C -4.05 -0.47 -4.44
C -3.88 -1.74 -5.30
C -3.87 0.75 -5.34
C -3.04 -0.51 -3.31
C -3.06 -1.55 -2.36
C -2.16 -1.56 -1.33
N -1.21 -0.61 -1.16
C -1.16 0.38 -2.07
C -2.06 0.45 -3.14
C -0.08 1.33 -1.84
C 0.10 2.49 -2.59
C 1.16 3.34 -2.32
C 2.02 2.96 -1.28
C 1.78 1.81 -0.58
N 0.74 0.98 -0.82
C 1.40 4.62 -3.10
C 2.82 4.58 -3.70
C 1.28 5.81 -2.13
C 0.40 4.82 -4.24
H -6.20 -0.38 -4.64
H -5.58 0.44 -3.20
H -5.67 -1.33 -3.25
H -4.59 -1.71 -6.13
H -4.07 -2.64 -4.72
H -2.87 -1.79 -5.71
H -4.63 0.73 -6.12
H -2.90 0.76 -5.83
H -4.00 1.68 -4.78
H -3.78 -2.35 -2.43
H -2.17 -2.36 -0.59
H -1.97 1.27 -3.84
H -0.60 2.72 -3.37
H 2.87 3.56 -1.01
H 2.45 1.52 0.23
H 3.59 4.52 -2.93
H 2.99 5.48 -4.28
H 2.92 3.72 -4.36
H 2.00 5.75 -1.31
H 0.28 5.85 -1.70
H 1.46 6.74 -2.67
H 0.45 4.00 -4.96
H 0.65 5.74 -4.76
H -0.62 4.91 -3.87
C 4.48 -2.29 -0.10
N 3.54 -3.07 0.67
C 3.83 -3.79 1.81
C 2.68 -4.35 2.24
N 1.69 -3.96 1.36
C 0.30 -4.36 1.42
C 2.23 -3.17 0.41
Se 1.30 -2.34 -0.99
H 5.41 -2.22 0.44
H 4.07 -1.29 -0.26
H 4.64 -2.74 -1.08
H 4.83 -3.86 2.22
H 2.49 -4.97 3.09
H 0.14 -4.94 2.32
H 0.04 -4.95 0.54
H -0.33 -3.47 1.44

---

Entry 5:
Entry from the Open Molecules 2025 dataset: C2F3LuNO3S as an isolated structure (ωB97M-V/def2-TZVPD).

LUMO level (alpha / beta): -11.746 / -11.839 eV
highest occupied orbital energy (alpha / beta): -17.82 / -18.91 eV
2S+1: 2
ΔE to the lowest compared entry with this formula, charge and spin: 0.199 eV
charge: +2
gap between HOMO and LUMO (alpha / beta): 6.07 / 7.07 eV

CARTESIAN COORDINATES (ANGSTROEM)
N 0.31 -1.59 0.91
S 0.44 -0.08 1.22
C -1.38 0.46 1.40
F -2.09 0.01 0.38
F -1.43 1.77 1.43
F -1.85 -0.04 2.53
O 1.42 1.47 -2.72
C 1.36 0.48 -2.11
O 1.36 -0.72 -2.14
O 0.90 0.88 0.09
Lu 0.97 -2.63 -1.00

---

Entry 6:
Entry from the Open Molecules 2025 dataset: C9H7NO2 as an isolated structure (ωB97M-V/def2-TZVPD).

LUMO level: -0.133 eV
highest occupied orbital energy: -8.50 eV
ΔE to the lowest compared entry with this formula, charge and spin: 5.001 eV
gap between HOMO and LUMO: 8.37 eV

CARTESIAN COORDINATES (ANGSTROEM)
C 1.28 -1.35 2.02
C 1.69 -0.02 2.01
C 0.26 -1.78 0.98
C 1.45 0.82 0.95
C -0.05 -0.88 0.10
C -0.69 -0.59 -1.27
C 0.56 0.40 0.01
C -3.08 -0.55 -0.46
C -0.09 1.66 -2.22
N 0.03 0.53 -1.29
O -2.71 0.39 0.12
O -3.58 -1.48 -0.98
H 1.50 -1.99 2.80
H 2.36 0.33 2.73
H -0.28 -2.78 0.97
H 1.81 1.81 1.03
H 0.83 1.71 -2.90
H -0.39 2.49 -1.72
H -0.87 1.30 -2.90

---

F_max, respectively: 7.8 8.2 3.6 2.5 5.2 5.0 eV/Å.